# C3H3NO

One molecule with the formula C3H3NO at a distorted geometry (the ωB97M-V functional and the def2-TZVPD basis, the OMol25 dataset).

CARTESIAN COORDINATES (ANGSTROEM)
C  0.162  0.881  -0.264
H  2.186  -0.200  -0.379
C  1.117  -0.128  -0.193
N  -0.720  -1.046  0.661
H  -0.560  0.819  -1.121
O  0.619  -1.229  0.349
C  -0.927  0.206  0.385
H  -1.878  0.696  0.563

Its HOMO energy is -9.555 eV. Its energy above the lowest of the compared OMol25 structures with the same formula, charge and spin is 84.2 kcal per mole. The frontier orbital gap comes out at 9.92 eV. The LUMO energy comes out at 0.360 eV.


# C22H20N3O4PdS3

C22H20N3O4PdS3 as an isolated structure at a distorted geometry (the ωB97M-V functional and the def2-TZVPD basis, the OMol25 dataset).

CARTESIAN COORDINATES (ANGSTROEM)
H  -1.398  -3.775  1.501
C  -3.104  -0.245  1.117
Pd  -0.226  -1.282  1.232
O  -2.345  -1.278  1.231
C  -4.486  -0.494  0.922
C  -0.057  -5.539  -0.128
C  -4.996  1.839  0.836
H  2.115  6.818  -1.326
C  -2.695  1.125  1.224
C  1.723  3.582  -2.201
C  1.939  0.695  1.504
H  0.107  -4.011  2.166
C  -5.405  0.512  0.763
H  -0.271  2.699  2.949
C  2.610  5.141  -0.103
H  0.414  -7.118  -1.527
C  1.686  4.961  -2.308
H  -5.701  2.649  0.706
C  -1.335  1.550  1.514
H  -1.999  3.072  2.886
O  0.691  -6.422  -4.365
H  2.950  5.756  0.720
N  -0.291  0.885  1.106
C  2.650  3.754  0.013
C  1.166  -5.248  -2.153
H  1.313  5.430  -3.206
H  2.362  3.290  2.074
S  1.923  -0.937  2.093
S  3.541  1.392  1.331
H  -4.775  -1.535  0.871
C  0.483  -6.070  -1.285
C  2.204  2.982  -1.049
H  4.049  3.660  1.637
H  -3.361  3.152  1.139
H  0.774  -2.265  -0.585
C  2.135  5.739  -1.254
C  0.077  -4.179  0.134
H  -0.577  -6.169  0.581
C  1.269  -3.894  -1.936
H  -6.447  0.277  0.586
H  1.372  2.967  -3.018
C  3.132  3.168  1.309
C  -3.671  2.119  1.088
O  2.594  -7.198  -3.031
S  1.887  -6.065  -3.613
C  -1.126  2.827  2.288
O  2.734  -5.066  -4.238
C  0.711  -3.351  -0.787
N  0.929  1.442  1.237
N  -0.399  -3.618  1.371
H  -0.903  3.654  1.612
H  2.227  1.906  -0.978
H  1.798  -3.285  -2.652

Its HOMO energy is -5.462 eV. Its energy above the lowest of the compared OMol25 structures with the same formula, charge and spin is 0.0 kcal per mole. Its net charge is -1. The frontier orbital gap comes out at 6.22 eV. The LUMO energy comes out at 0.758 eV.


# C5H14NO2

A 2-piece molecular cluster, C5H14NO2 overall at a distorted geometry (the ωB97M-V functional and the def2-TZVPD basis, the OMol25 dataset).

CARTESIAN COORDINATES (ANGSTROEM)
H  -2.780  2.433  -5.454
H  0.879  0.214  2.186
H  0.949  0.003  -1.233
H  0.245  2.172  -0.286
H  -1.310  0.543  1.925
H  1.564  -1.550  0.130
H  -2.464  1.175  -6.482
H  -2.302  -0.337  0.766
H  -1.394  -1.032  2.227
C  0.941  -1.390  1.021
H  0.865  -2.374  1.630
C  -0.311  -0.755  0.377
C  1.588  -0.592  2.114
C  -0.013  0.312  -0.714
O  -2.468  1.464  -5.638
N  -1.413  -0.347  1.471
H  -0.749  -1.652  -0.057
O  0.172  1.392  0.137
C  2.692  -0.728  2.786
H  3.279  -1.694  2.972
H  -0.974  0.423  -1.429
H  3.063  0.164  3.309

Its HOMO energy is -12.863 eV. Its energy above the lowest of the compared OMol25 structures with the same formula, charge and spin is 106.4 kcal per mole. Its net charge is +1. The frontier orbital gap comes out at 9.24 eV. The LUMO energy comes out at -3.624 eV.


# C39H50Ge2NPPdSb

C39H50Ge2NPPdSb as an isolated structure (the ωB97M-V functional and the def2-TZVPD basis, the OMol25 dataset).

CARTESIAN COORDINATES (ANGSTROEM)
C  0.939  0.354  -4.811
C  1.362  -0.172  4.795
C  -2.365  0.826  -2.988
C  -2.579  0.313  1.835
H  -1.903  1.664  -3.496
C  -3.561  -1.318  -1.702
H  3.239  0.300  3.791
H  1.178  -1.115  4.273
H  0.154  -1.609  -5.175
H  7.317  -0.446  1.028
C  -2.571  1.047  4.134
H  1.824  -0.410  5.753
C  2.265  0.749  3.982
H  2.442  1.699  4.488
H  0.395  0.291  5.002
H  -4.245  3.239  2.158
Pd  0.138  -0.954  1.226
P  -2.175  -0.992  0.658
H  -3.570  0.295  -4.658
C  -3.306  2.169  3.765
C  -3.300  1.447  1.466
C  0.071  2.842  2.469
H  1.442  3.993  3.726
C  0.592  -0.939  -4.448
C  -2.208  0.119  3.172
H  2.964  -5.325  0.429
C  -3.911  -1.025  -2.997
C  4.528  -0.469  -0.895
H  -0.635  -5.225  -0.395
C  -4.917  -3.422  2.448
Ge  1.173  -3.584  0.343
H  -0.935  2.430  2.511
C  -2.604  -0.544  -1.012
C  1.743  0.778  -2.583
C  0.661  -3.788  2.232
C  3.602  -0.908  0.051
H  -2.095  -3.748  -0.155
H  -0.558  1.010  -0.273
H  -1.677  -0.783  3.469
C  -3.302  0.055  -3.637
C  5.862  -0.301  -0.540
C  2.986  -4.284  0.098
H  -4.414  -1.349  2.547
C  2.976  2.320  1.067
H  3.268  -4.266  -0.955
H  -3.606  2.887  4.518
H  0.122  3.477  1.583
H  4.856  3.305  1.438
C  0.417  3.618  3.737
H  0.239  -4.789  2.343
C  -3.618  -4.774  0.939
C  0.806  -1.373  -3.146
C  -1.991  0.550  -1.668
H  -3.588  1.598  0.434
H  -0.571  -3.879  -1.548
H  5.692  -1.246  2.711
H  -5.223  -5.522  2.150
H  2.214  1.447  -1.869
C  1.512  1.215  -3.879
C  4.033  -1.188  1.351
H  -0.093  -3.085  2.597
C  5.362  -1.020  1.704
C  -3.667  2.368  2.437
H  -4.039  -2.146  -1.196
H  3.336  1.724  0.231
H  0.292  3.006  4.631
H  -3.409  -5.730  0.478
C  6.277  -0.573  0.755
H  1.548  -3.717  2.860
H  -5.722  -3.325  3.163
H  3.326  -1.551  2.093
H  -2.303  0.888  5.170
C  1.391  -0.522  -2.207
N  -1.098  1.387  -1.038
C  -4.639  -4.655  1.875
H  3.730  -3.748  0.680
C  4.127  2.712  1.992
H  4.645  1.836  2.380
H  2.474  3.201  0.662
H  0.773  0.695  -5.824
Sb  1.428  1.232  2.076
H  0.518  -2.381  -2.872
C  -3.139  -2.422  1.170
H  -4.657  -1.617  -3.507
C  0.027  -4.540  -0.923
H  3.790  3.313  2.837
H  4.218  -0.262  -1.912
H  0.675  -5.127  -1.573
H  1.791  2.220  -4.169
H  -0.580  2.009  -1.638
H  -0.242  4.482  3.836
H  6.577  0.036  -1.279
Ge  1.753  -1.210  -0.446
C  -2.872  -3.662  0.590
C  -4.173  -2.304  2.101

Its HOMO energy (spin up / spin down) is -13.132 / -13.179 eV. Its net charge is +2. The frontier orbital gap (spin up / spin down) comes out at 6.70 / 5.10 eV. The LUMO energy (spin up / spin down) comes out at -6.431 / -8.079 eV. As for the expectation value of S²: 0.757. As for the spin multiplicity: 2.


no.,electronic energy (eV)
1,-6692.84113
2,-71786.39911
3,-10987.19107
4,-175069.18940